Record 1
DFT (wB97M-V/def2-TZVPD) results for a 2-piece molecular cluster, C5H16N2O overall.

Each line ends with the Löwdin spin population.
Cartesian coordinates (Å):
C: 0.416997 -1.458208 -0.659484  0.0073
H: 1.802725 2.127006 1.558472  0.0252
H: -1.212809 0.296385 -2.017712  0.0033
H: -1.034837 1.599526 -1.207794  0.0019
H: 0.643148 -2.655619 2.219897  0.0026
N: -0.154843 -2.288726 0.394292  0.0806
H: -1.190821 -2.233588 0.251379  0.0014
H: -3.091790 1.494630 -0.246908  0.0000
C: -0.015581 -1.882047 1.800967  0.0113
C: -0.380334 0.811259 -1.582339  0.0638
H: -0.644793 0.068766 0.415433  0.0172
C: 0.150543 0.072242 -0.332962  0.0691
H: 2.540278 2.389617 -0.100963  0.0108
H: -0.967493 -1.888133 2.332579  0.0000
H: 1.504428 -1.550297 -0.754555  -0.0001
O: -2.857115 0.622649 0.110592  0.0015
H: 0.090711 -1.800058 -1.638261  -0.0005
N: 1.382469 0.710841 0.147833  0.6265
H: -2.425351 0.286320 -0.706474  0.0001
C: 1.653433 2.151227 0.466782  0.0581
H: 2.195043 0.195580 -0.208599  0.0110
H: 0.818568 2.780062 0.131038  0.0051
H: 0.465217 -0.891865 2.019712  0.0044
H: 0.312207 1.042430 -2.392924  -0.0007

Forces on atoms 1 to 3 (eV/Å):
C 0.822 0.797 1.190
H 0.102 0.697 -0.352
H 0.066 -1.473 -0.610

The orbital gap (spin up / spin down) comes out at 10.30 / 5.32 eV. The expectation value of S² is 0.756. The multiplicity is 2. The charge is +1. As for the electronic energy: -10462.316 eV. The value obtained for the relative energy (zero: lowest compared OMol25 entry of this formula, charge and spin) is 37.8 kcal per mole.


Record 2
DFT (wB97M-V/def2-TZVPD) results for C25H14Cl5O2PSbSe4Ta as an isolated structure.

Each line ends with the Mulliken charge.
Cartesian coordinates (Å):
C: -2.438564 2.026385 -1.533893  0.3548
O: 0.837772 3.319766 2.197150  -0.4668
C: -1.037628 -2.069047 -2.150758  -0.6532
C: 1.934424 2.495823 -3.461744  -0.7236
H: 1.558057 4.138838 -2.129293  0.5043
C: -3.225544 0.398758 -0.059035  -0.4710
C: 2.732785 1.243127 2.213699  -0.8388
C: -0.465198 -1.795405 -0.909097  0.5860
H: 4.244525 -1.577764 1.139439  0.5177
C: -1.325626 -3.377857 -2.505428  -0.9856
Cl: -4.185464 3.970066 1.484275  -0.0806
H: 4.658265 0.382902 2.605121  0.4854
H: -0.363026 -4.936079 0.343870  0.4189
H: 0.168258 -2.632617 0.974237  0.0181
C: -1.076570 -4.411603 -1.613602  -0.6878
C: 3.715092 0.270785 2.088142  -0.8783
H: -1.756308 -3.587706 -3.474839  0.4652
Cl: -1.923045 2.336637 -3.139428  -0.0623
C: 0.584081 2.235910 1.818489  -0.3252
Se: -0.735032 -0.737611 3.561064  0.0084
H: 2.144174 -1.783831 -0.082621  0.5404
C: -2.311292 0.687682 -1.052914  -0.1358
C: 1.260025 -0.009894 0.738907  0.9246
Cl: -3.065521 4.642427 -1.382525  -0.1035
Se: 1.618840 -4.226674 3.025507  -0.2107
C: 1.753678 1.139872 -3.687398  -0.8192
H: 2.480193 3.095905 -4.177075  0.4474
C: 2.273085 -0.948386 0.592756  -0.8405
H: 0.297271 2.809502 -0.529979  0.6211
H: -1.310310 -5.430887 -1.890049  0.4446
Se: 1.364947 -1.604990 6.636484  -0.1510
H: 2.904113 2.123306 2.818590  0.5748
Cl: -4.341118 0.895268 2.362294  -0.0304
C: 1.055421 0.361194 -2.773693  -0.9402
C: 0.715674 2.315771 -1.399963  -0.1927
C: -3.829998 1.420382 0.764168  0.3875
C: 3.481466 -0.821800 1.273054  -0.8139
C: 0.526468 0.955114 -1.632461  1.0853
C: -3.653954 2.748810 0.433898  -0.0685
O: -0.811830 1.917766 1.587961  -0.4491
Cl: -3.343159 -1.290735 0.484522  0.1969
P: -0.250019 -0.095894 -0.373294  1.9151
C: -0.540819 -4.136184 -0.362003  -0.7711
H: -1.270841 -1.261678 -2.833870  0.5671
C: 1.511304 1.105579 1.560733  0.8585
Se: -0.651161 -3.078151 6.713559  -0.1485
H: 2.162729 0.676065 -4.574880  0.4735
C: -3.042158 3.038518 -0.817182  0.3136
H: 0.950799 -0.699102 -2.957799  0.4031
C: -0.236101 -2.832755 -0.008748  -0.1745
Ta: -1.824772 0.389563 1.757200  0.9467
C: 1.419335 3.081820 -2.312456  -1.0971
Sb: 0.662277 -2.876892 4.650908  1.0609

Forces on atoms 1 to 3 (eV/Å):
C 0.053 -0.132 -0.216
O -0.047 -0.038 0.011
C 0.013 0.044 -0.071

The orbital gap comes out at 5.96 eV. The charge is +2. As for the electronic energy: -371605.183 eV. The value obtained for the relative energy (zero: lowest compared OMol25 entry of this formula, charge and spin) is 109.7 kcal per mole.


Record 3
DFT (wB97M-V/def2-TZVPD) results for a 2-piece molecular cluster, C3H8OS overall.

Each line ends with the Mulliken charge.
Cartesian coordinates (Å):
S: 2.055717 2.880864 -2.214191  -0.1916
H: -0.733649 -2.311021 1.812491  0.3020
H: 2.266438 0.642279 -1.308289  0.2620
O: -2.301299 -1.853900 2.958691  -0.4515
H: 3.144992 2.623207 -2.945755  0.1072
C: -2.374663 -1.448296 0.606124  -0.8045
H: -2.901917 -2.291802 0.148438  0.2518
H: -1.673519 -1.134704 -0.161597  0.2868
H: -3.029342 -0.580490 0.720647  0.2615
H: 3.331875 1.832039 -0.461536  0.2748
C: -1.758595 -1.887040 1.889109  0.1541
C: 2.351018 1.639817 -0.901557  -0.6837
H: 1.622945 1.889047 -0.142575  0.2311

Forces on atoms 1 to 3 (eV/Å):
S -0.043 -0.099 0.091
H -0.065 0.031 -0.024
H -0.121 -0.195 0.239

The orbital gap comes out at 9.79 eV. The charge is 0. As for the structure (SMILES): CC=O.CS. As for the electronic energy: -16122.638 eV. The value obtained for the relative energy (zero: lowest compared OMol25 entry of this formula, charge and spin) is 13.8 kcal per mole.


Record 4
DFT (wB97M-V/def2-TZVPD) results for one molecule with the formula C5H8O.

Each line ends with the Mulliken charge.
Cartesian coordinates (Å):
O: -0.534098 2.338666 0.797412  -0.5705
H: 1.151964 -0.820195 1.261446  0.2900
C: -0.465374 -1.100520 -0.193363  -0.5716
C: 1.052604 0.775358 -0.202392  -0.5527
H: -0.496160 -1.391925 -1.249306  0.2676
H: -0.820833 -1.950928 0.390840  0.3007
C: 0.978582 -0.702777 0.184872  -0.6035
C: -0.300582 1.277043 0.271714  0.4093
H: 1.070932 0.857608 -1.299123  0.2484
H: 1.877083 1.360786 0.210895  0.3325
H: 1.724748 -1.314338 -0.325246  0.3269
H: -1.949098 0.415167 -0.808585  0.2749
H: -1.975573 0.096355 0.913993  0.2995
C: -1.314190 0.159697 0.046848  -0.4515

Forces on atoms 1 to 3 (eV/Å):
O 0.104 -0.337 -0.244
H -0.103 0.056 -0.117
C 0.002 -0.123 -0.017

The orbital gap comes out at 10.37 eV. The charge is 0. As for the structure (SMILES): O=C1CCCC1. As for the electronic energy: -7362.194 eV. The value obtained for the relative energy (zero: lowest compared OMol25 entry of this formula, charge and spin) is 1.4 kcal per mole.


Record 5
DFT (wB97M-V/def2-TZVPD) results for a 11-piece molecular cluster, C33H72O33S7 overall.

Each line ends with the Mulliken charge.
Cartesian coordinates (Å):
H: 1.313184 0.371442 -5.885741  0.2637
C: 0.104664 6.827552 0.152239  0.0525
S: 1.947774 4.966732 -0.593921  1.0886
H: 0.328754 1.982942 -7.559951  0.3042
H: 1.056194 1.670522 0.392839  -0.1499
H: 3.074424 3.715092 1.314909  0.4070
C: -2.542896 -1.770898 -6.655681  -1.1754
O: 6.815064 1.051642 -2.213501  -0.6421
O: 2.551884 -4.035918 -0.389741  -0.3680
H: -3.322486 2.305762 4.156889  0.1401
S: -1.957316 -4.327838 -0.020541  1.1498
O: -5.448316 2.398122 6.063489  -0.3924
O: 4.885384 -5.857168 2.518539  -0.5756
H: -1.912346 0.180892 2.252239  0.1638
C: -1.558856 -2.593168 -0.105241  0.0298
H: -0.446346 3.516912 -7.932391  0.4036
O: 0.290454 -1.274148 3.136729  -0.5356
O: 4.840064 0.013432 -3.548581  -0.0746
H: -3.455636 -2.086858 -6.150531  0.3144
O: -3.580076 -4.282648 0.143459  -0.2689
H: 1.207664 0.901372 8.059659  0.4243
H: -7.217586 -1.902298 0.642659  0.2766
H: -5.514596 0.568882 5.014089  0.1616
O: -0.083536 2.436462 5.463809  -0.0847
H: 1.253264 -4.152738 3.124769  0.0654
H: -1.020606 1.762492 1.960509  0.2090
H: 1.153154 3.379142 -6.968231  0.3015
C: -1.131856 0.869592 2.575699  -0.4022
H: -1.467806 5.788132 5.528619  0.4118
C: 2.713734 -2.712798 -0.663651  1.0006
H: 2.907414 -1.891998 -2.620611  -0.6249
H: 1.591884 0.431162 -0.665321  -0.0908
H: 1.638694 1.857642 -3.237941  -0.0079
O: 1.578324 -2.419308 -5.105121  -0.6927
H: -5.158126 -5.705918 0.332599  0.4253
C: -0.529176 1.095662 -0.788171  -0.9171
C: 0.854244 2.214802 6.491099  -0.2010
H: 1.898914 2.318482 6.197829  0.2971
O: -1.391186 -4.794138 1.255569  -0.6144
H: -5.576506 2.041142 3.983969  0.3108
H: -1.836836 -2.222628 0.881439  -0.1184
H: 3.866564 2.710712 -3.268801  0.0185
H: 0.294354 0.823292 -3.611121  0.3040
H: 3.412634 -2.334628 0.082439  0.3380
H: 2.439384 -0.039328 -4.478591  -0.1577
H: -0.540606 -2.414758 -0.450851  -0.2767
S: 0.465994 -0.020718 2.433029  1.0965
H: 1.433334 4.448972 1.700069  -0.0991
H: -1.345266 1.335462 -0.106571  0.3396
H: -4.494306 -6.039908 2.853789  0.3889
O: 0.398754 -1.997248 -2.879581  -0.2298
H: -1.457406 -3.632988 -6.269921  0.2756
O: 1.218924 4.485092 4.748519  -0.6844
O: -1.022486 -2.198138 -4.905191  -0.1505
C: 2.249864 -4.097668 3.562779  0.1524
O: 3.160834 4.993382 -1.436711  -0.6231
C: -7.060156 -0.963468 2.542409  -0.3790
S: -0.795066 2.888562 -5.538461  1.1000
H: -0.933446 5.987842 -1.550791  0.1996
H: 7.291694 -0.727748 -5.859191  0.4016
H: -7.687946 -0.079808 2.656979  0.3007
H: 2.489104 -4.620628 5.675779  0.2787
O: -0.824166 3.797042 3.440289  -0.5648
H: 7.244104 0.708252 -4.872781  0.3227
H: -6.460506 -0.266148 0.477789  0.2883
H: -1.812046 7.254022 -0.765061  0.3843
O: 0.466004 2.764282 -4.418741  -0.4102
C: -1.307736 -2.553828 -6.236581  -0.1523
C: -4.831726 -1.447658 2.469629  0.5855
C: 1.900964 0.725182 -5.038701  -0.7931
O: -1.349006 4.216612 -5.351451  -0.6313
O: -1.655646 1.688842 -5.473201  -0.5549
C: 4.945164 2.650392 -3.123631  -0.7158
O: 3.339634 -4.013438 -2.359431  -0.4399
H: -1.188366 0.971022 3.659499  -0.0932
H: -0.771006 0.232342 -1.408101  0.1452
C: -4.193866 -5.434338 0.762189  -0.5041
C: -4.409686 -5.128088 2.262599  -0.8470
C: 3.405924 -2.622128 -1.983021  0.8223
H: 0.781014 -4.995088 -3.450021  0.2683
C: 0.035964 -4.499678 -4.072581  -1.1199
O: -3.656726 -1.679398 2.809399  -0.5121
C: 5.794574 -0.831248 -4.201931  -0.4024
C: 2.827264 -4.794358 -1.405411  0.5947
C: 3.974224 -5.342718 3.095359  0.5457
H: -0.413576 5.046822 6.736099  0.3772
C: 0.735714 0.733322 -0.062171  0.5178
C: -0.808186 6.957662 -1.069281  -1.0142
H: -0.470236 -2.215998 -6.846951  0.2792
H: -2.030476 4.361312 6.299909  0.1405
C: 0.157984 2.994272 -7.190951  -0.9398
O: -5.794856 -0.992898 3.227899  -0.3222
O: 2.645094 -5.964718 -1.577321  -0.6174
S: 5.355324 1.054372 -2.353431  1.0071
O: -1.732946 -4.913968 -1.338021  -0.6189
O: -4.616896 2.492672 8.138059  -0.6052
H: -2.889946 -1.975728 -7.668451  0.4147
H: -7.668626 -1.758188 2.974009  0.2993
O: -3.242556 1.994952 6.276829  -0.2953
H: 5.909414 0.333262 -5.980871  0.3034
H: -0.336276 7.652862 -1.763621  0.2983
H: -2.329796 -0.715848 -6.483711  0.1994
O: 3.537714 -5.816068 4.270359  -0.3512
C: 2.400034 4.564972 1.210039  -0.7214
H: 1.579264 -5.770898 4.715669  0.2526
H: -0.057226 -4.969348 -5.051781  0.4045
H: 5.116424 -1.605958 -4.559771  0.4042
H: 0.182864 7.782072 0.672699  0.3408
C: -4.370036 2.320752 6.924919  0.5790
H: 2.590034 1.412372 -5.529681  0.4758
H: 4.397194 -2.201648 -1.813711  0.0946
C: -5.162406 1.592552 4.886959  -0.1849
H: 1.775824 -2.157688 -0.680361  -0.8920
C: 2.416984 -5.074098 4.687209  -0.3014
H: 2.888624 5.474432 1.559699  0.4731
H: -2.215676 -2.185878 -0.873871  0.5190
H: -3.637576 -4.488178 2.689759  0.1930
O: 4.508354 0.864492 -1.180441  -0.4767
H: -0.902216 -4.466498 -3.518691  0.4361
H: 6.418354 -1.359008 -3.480501  0.4096
H: -0.365896 0.683892 7.463559  0.2645
H: -0.192856 6.078922 0.886489  0.0172
O: 0.784354 4.161292 -0.916391  -0.3742
O: -5.267316 -1.665008 1.260769  -0.2506
H: 5.500304 2.582582 -4.059221  0.3529
O: 3.252904 -4.314348 2.692119  -0.1509
H: -0.348776 1.921322 -1.476531  0.2135
H: 2.398414 -3.091298 3.954269  0.0885
H: -3.175136 0.641302 4.587769  0.1230
O: 1.406914 6.543512 -0.394901  -0.4005
C: -3.598606 1.586362 4.927819  0.2172
C: 6.624474 -0.092318 -5.276821  -1.3082
H: 0.991794 0.020302 6.550809  0.2661
C: 0.650284 0.882812 7.123129  -1.2563
C: -1.120956 4.837482 5.933669  -0.9728
H: -5.319546 -4.576318 2.498869  0.1782
H: -3.558566 -6.319518 0.731289  0.3403
O: 1.521014 0.911882 2.840659  -0.5743
H: 0.806184 2.988652 7.257229  0.3473
C: -6.560366 -1.159328 1.094519  -0.3574
H: 5.328984 3.427692 -2.462881  0.4333
S: 0.428014 -2.646378 -4.211691  0.9925
C: 1.020764 1.499772 -4.061471  0.2720
O: 0.478634 -0.341278 0.844109  0.1907
S: -0.112876 3.895742 4.711379  1.1951

Forces on atoms 1 to 3 (eV/Å):
H -0.093 -0.728 0.280
C -0.414 -0.173 -0.998
S 0.677 0.508 1.243

The orbital gap comes out at 10.20 eV. The charge is 0. As for the structure (SMILES): CCOS(C)(=O)=O.CCOS(C)(=O)=O.CCOS(C)(=O)=O.CCOS(C)(=O)=O.CCOS(C)(=O)=O.CCOS(C)(=O)=O.CCOS(C)(=O)=O.O=C1OCCO1.O=C1OCCO1.O=C1OCCO1.O=C1OCCO1. As for the electronic energy: -178796.203 eV. The value obtained for the relative energy (zero: lowest compared OMol25 entry of this formula, charge and spin) is 69.6 kcal per mole.